Below is a structure of composition C2H9N3 at a distorted geometry, with properties calculated with ωB97M-V/def2-TZVPD.

Results
E_LUMO (spin up / spin down): 0.515 / 0.515 eV
F_max: 0.068 hartree/bohr
Relative energy (zero: lowest compared OMol25 entry of this formula, charge and spin): 4.9959 eV
Gap between HOMO and LUMO (spin up / spin down): 0.24234 / 0.24239 hartree

Geometry as ORCA input:
```
! RIJCOSX wB97M-V def2-TZVPD def2/J DEFGRID3
* xyz 0 1
C -0.69 -1.19 -0.23
C 0.96 -0.99 1.79
N -0.03 -0.46 1.20
H -0.19 -0.79 -1.10
H -0.46 -2.24 -0.04
H -1.75 -0.97 -0.25
H 1.16 -2.06 1.76
H 1.65 -0.38 2.37
N -0.33 1.65 -0.30
N 0.15 1.42 -1.61
H 1.15 1.57 -1.63
H -1.34 1.67 -0.37
H 0.01 0.78 0.73
H -0.30 2.02 -2.30
*
```

---

Below is a cluster of 2 separate species, C3H10NO2 in total at a distorted geometry, with properties calculated with ωB97M-V/def2-TZVPD.

Results
E_LUMO: 4.377 eV
F_max: 0.049 hartree/bohr
Relative energy (zero: lowest compared OMol25 entry of this formula, charge and spin): 0.2477 eV
Gap between HOMO and LUMO: 0.28914 hartree

Geometry as ORCA input:
```
! RIJCOSX wB97M-V def2-TZVPD def2/J DEFGRID3
* xyz -1 1
C -0.11 -0.02 -0.73
O 0.98 0.72 -0.44
C -0.90 -0.52 0.54
C -1.34 0.76 1.25
N -0.07 -1.26 1.47
H -0.84 0.48 -1.38
H 0.17 -1.01 -1.21
H -1.80 -1.00 0.13
H -0.47 1.43 1.30
H -1.72 0.63 2.27
H -2.04 1.39 0.70
H 0.67 -0.58 1.67
H 0.53 -1.88 0.94
H 2.05 0.62 -1.49
H 2.26 -0.27 -2.71
O 2.65 0.52 -2.34
*
```

---

Below is a structure of composition C4H4N2 at a distorted geometry, with properties calculated with ωB97M-V/def2-TZVPD.

Results
E_LUMO (spin up / spin down): 1.056 / -2.193 eV
F_max: 0.079 hartree/bohr
Relative energy (zero: lowest compared OMol25 entry of this formula, charge and spin): 0.9115 eV
Gap between HOMO and LUMO (spin up / spin down): 0.28552 / 0.24909 hartree

Geometry as ORCA input:
```
! RIJCOSX wB97M-V def2-TZVPD def2/J DEFGRID3
* xyz 0 3
C 0.15 1.06 -0.03
C -1.23 0.89 -0.01
C -0.77 -1.31 -0.03
C 0.89 -0.13 -0.11
N -1.68 -0.45 -0.07
N 2.10 -0.31 0.06
H 0.76 1.93 0.16
H -2.04 1.73 0.18
H -0.71 -2.42 -0.18
H 2.56 -1.26 -0.08
*
```

---

Below is a cluster of 7 separate species, C30H53BN2O20PS in total at a distorted geometry, with properties calculated with ωB97M-V/def2-TZVPD.

Results
E_LUMO: 1.305 eV
F_max: 0.128 hartree/bohr
Relative energy (zero: lowest compared OMol25 entry of this formula, charge and spin): 1.9318 eV
Gap between HOMO and LUMO: 0.20517 hartree

Geometry as ORCA input:
```
! RIJCOSX wB97M-V def2-TZVPD def2/J DEFGRID3
* xyz -1 1
C 2.43 2.36 1.96
N 1.25 2.80 1.20
C -0.01 2.30 1.76
C 1.30 4.21 0.91
O 1.99 4.55 -0.03
C 0.53 5.19 1.70
B 1.31 6.04 2.92
N 0.28 7.16 3.29
C 2.77 6.67 2.52
C 4.08 5.98 2.89
O 4.47 5.00 1.90
P 1.35 4.99 4.59
S 2.17 5.87 6.19
H 3.08 3.19 2.21
H 2.11 1.90 2.90
H 3.00 1.59 1.42
H -0.84 2.56 1.11
H 0.07 1.21 1.76
H -0.20 2.61 2.79
H -0.39 4.77 2.11
H 0.23 5.96 0.99
H 0.41 7.92 2.62
H 0.53 7.56 4.19
H 2.79 6.87 1.44
H 2.82 7.65 3.01
H 4.88 6.73 2.93
H 4.03 5.52 3.88
H 4.91 4.28 2.36
H 0.01 4.69 4.89
H 1.88 3.69 4.42
C 3.07 2.89 -2.58
C 1.78 2.14 -2.78
C 1.15 1.66 -1.49
O 0.44 0.48 -1.94
C 1.06 0.01 -3.02
O 0.85 -1.07 -3.50
O 1.96 0.88 -3.49
H 2.96 3.59 -1.75
H 3.89 2.20 -2.34
H 3.36 3.46 -3.46
H 1.07 2.74 -3.35
H 0.47 2.36 -1.03
H 1.90 1.36 -0.75
C -0.12 0.13 -6.13
C -1.44 0.85 -6.20
C -2.66 -0.05 -6.28
O -3.60 0.75 -7.01
C -2.89 1.60 -7.79
O -3.35 2.26 -8.66
O -1.58 1.59 -7.43
H -0.16 -0.69 -5.41
H 0.15 -0.26 -7.11
H 0.68 0.80 -5.82
H -1.55 1.56 -5.38
H -3.07 -0.31 -5.30
H -2.46 -0.96 -6.85
C -4.77 -2.30 2.75
C -3.89 -1.25 2.13
C -2.44 -1.29 2.57
O -2.04 0.08 2.45
C -3.15 0.85 2.62
O -3.16 2.03 2.78
O -4.27 0.08 2.57
H -4.27 -3.27 2.72
H -4.99 -2.05 3.79
H -5.72 -2.39 2.22
H -3.96 -1.27 1.04
H -1.83 -1.92 1.94
H -2.33 -1.60 3.61
C -2.28 -5.37 -2.34
C -2.23 -3.87 -2.18
C -0.85 -3.29 -1.93
O -1.15 -2.12 -1.16
C -2.31 -2.33 -0.51
O -2.75 -1.65 0.37
O -2.93 -3.45 -0.99
H -1.48 -5.70 -3.00
H -2.16 -5.85 -1.36
H -3.23 -5.69 -2.76
H -2.70 -3.37 -3.03
H -0.32 -3.01 -2.84
H -0.23 -3.95 -1.33
C -5.38 -7.56 3.51
C -4.09 -7.46 2.72
C -2.86 -8.00 3.42
O -1.82 -7.20 2.86
C -2.36 -6.02 2.48
O -1.74 -5.05 2.17
O -3.71 -6.09 2.52
H -5.47 -8.55 3.96
H -5.39 -6.81 4.30
H -6.25 -7.40 2.88
H -4.21 -7.92 1.74
H -2.67 -9.06 3.22
H -2.90 -7.84 4.50
C 3.80 -2.05 -1.32
C 4.65 -0.81 -1.16
C 6.14 -1.07 -1.11
O 6.62 0.00 -0.28
C 5.59 0.37 0.54
O 5.70 1.07 1.49
O 4.43 -0.20 0.12
H 4.21 -2.69 -2.09
H 3.76 -2.60 -0.37
H 2.78 -1.80 -1.59
H 4.42 -0.07 -1.93
H 6.63 -1.03 -2.08
H 6.37 -2.02 -0.61
*
```